P:
Entry from the Open Molecules 2025 dataset: a 2-piece molecular cluster, C4H12NP overall (ωB97M-V/def2-TZVPD).

Kohn-Sham gap (alpha / beta) = 8.6745 / 7.6312 eV

```
! wB97M-V def2-TZVPD RIJCOSX def2/J DEFGRID3
* xyz 0 1
C -2.5002 -0.1540 1.2185
C 2.5950 1.2234 0.2540
C 1.6663 -1.2751 -0.7946
C -2.0965 0.3243 -0.1438
N -0.9341 1.0617 -0.3463
P 1.3966 -0.1224 0.6894
H -3.0095 0.5828 1.7526
H -3.3014 -0.7987 0.7945
H -1.6411 -0.7481 1.6044
H 2.2955 1.6814 -0.6576
H 3.5381 0.8238 0.0732
H 2.6699 1.7702 1.2335
H 2.6872 -1.7235 -0.5353
H 1.8358 -0.9862 -1.8583
H 0.9638 -2.1191 -0.8321
H -2.0172 -0.5037 -0.8383
H -3.0069 0.9303 -0.4499
H -0.6709 1.7297 0.4396
*
```



Q:
Entry from the Open Molecules 2025 dataset: a 2-piece molecular cluster, C4H12NP overall (ωB97M-V/def2-TZVPD).

Kohn-Sham gap = 9.6401 eV
Structure (SMILES) = C[PH](C)=N.C=C

```
! wB97M-V def2-TZVPD RIJCOSX def2/J DEFGRID3
* xyz 0 1
C -1.0305 0.2715 1.8576
P -1.0640 0.3445 0.0114
C -1.2105 -1.4431 -0.3315
N 0.2852 0.9163 -0.4657
H -0.9511 1.2557 2.2512
H -0.1452 -0.1385 2.4107
H -1.9950 -0.3515 2.2285
H -2.2242 0.9711 -0.3074
H -1.2822 -1.8267 -1.3056
H -1.9076 -2.0715 0.3211
H -0.1991 -1.6849 -0.0544
H 0.2813 1.7984 -1.0399
C 2.5729 -1.2418 0.5502
C 2.4239 -0.6142 -0.5938
H 2.7326 -2.2521 0.8212
H 2.6770 -0.5882 1.3921
H 2.3862 0.4696 -0.6839
H 2.5501 -1.2677 -1.4051
*
```



What are the relative energies? In kJ/mol: P 116.6; Q 0.0.



P:
Entry from the Open Molecules 2025 dataset: an isolated ion of composition C5H11NOS and charge -1 (ωB97M-V/def2-TZVPD).

Kohn-Sham gap (alpha / beta) = 2.3630 / 8.8784 eV
⟨S²⟩ = 0.750

```
! wB97M-V def2-TZVPD RIJCOSX def2/J DEFGRID3
* xyz -1 2
C 0.8734 -1.5316 -0.5328
C 1.5438 -1.5494 0.8498
S 1.0445 -2.9901 1.8423
C -0.4546 -0.8073 -0.6326
N -0.4607 0.4746 -0.1732
C -1.3751 1.5010 -0.6057
C -1.1195 2.8082 0.1220
O -1.4455 -1.2613 -1.1917
H 0.6712 -2.5155 -0.9493
H 1.4831 -0.9714 -1.2505
H 1.2108 -0.7365 1.4823
H 2.6148 -1.5108 0.6229
H 1.8020 -3.9533 1.2779
H 0.3721 0.7748 0.3084
H -2.3995 1.2161 -0.4820
H -1.2782 1.6127 -1.6918
H -2.0156 3.4220 0.1356
H -0.8238 2.7109 1.1703
H -0.2433 3.3069 -0.3016
*
```



Q:
Entry from the Open Molecules 2025 dataset: an isolated ion of composition C5H11NOS and charge -1 (ωB97M-V/def2-TZVPD).

Kohn-Sham gap (alpha / beta) = 2.0530 / 8.9097 eV
⟨S²⟩ = 0.751

```
! wB97M-V def2-TZVPD RIJCOSX def2/J DEFGRID3
* xyz -1 2
O -1.6229 0.8022 -2.9219
C -0.7144 0.8120 -2.0914
N -0.6486 -0.1535 -1.1351
C 0.4062 -0.3109 -0.1044
C 0.0213 -1.4473 0.8254
C -0.3467 -0.8700 2.2457
S 1.0192 -1.0275 3.4223
C 0.1331 2.0146 -1.8998
H -1.1759 -0.9850 -1.3458
H 1.3563 -0.4257 -0.6867
H 0.4545 0.6358 0.4156
H -0.8511 -2.0234 0.5053
H 0.8297 -2.1536 0.9790
H -0.7905 0.1363 2.2181
H -1.2290 -1.4287 2.6030
H 1.9168 -0.4314 2.6577
H 0.4709 2.1586 -0.8834
H 1.0097 1.7492 -2.5258
H -0.2385 2.9481 -2.2779
*
```



What are the relative energies? In kJ/mol: P 0.0; Q 24.4.



P:
Entry from the Open Molecules 2025 dataset: one molecule with the formula CH3BrCl2Si (ωB97M-V/def2-TZVPD).

Kohn-Sham gap = 9.4681 eV
Structure (SMILES) = Cl[SiH2][C@H](Cl)Br

```
! wB97M-V def2-TZVPD RIJCOSX def2/J DEFGRID3
* xyz 0 1
Cl 2.4486 2.0315 -0.1446
Si 0.9152 0.3481 -0.2406
C -0.9838 -0.3131 0.5143
Cl -1.2117 -1.8666 -0.4091
Br -2.4702 0.9663 0.1488
H 0.4013 0.2283 -1.7095
H 1.8555 -0.6501 0.2376
H -0.9548 -0.7444 1.6032
*
```



Q:
Entry from the Open Molecules 2025 dataset: one molecule with the formula CH3BrCl2Si (ωB97M-V/def2-TZVPD).

Kohn-Sham gap = 7.6661 eV

```
! wB97M-V def2-TZVPD RIJCOSX def2/J DEFGRID3
* xyz 0 1
C 0.3407 -1.5666 1.7162
Si -0.1733 0.6180 -1.2828
Cl 1.0940 1.5998 -2.4686
Cl -0.7019 2.2532 -0.2461
Br 1.2158 -0.4068 0.4031
H 0.1940 -0.6946 2.4929
H -0.6907 -1.5288 1.2537
H -1.2786 -0.2742 -1.8686
*
```



What are the relative energies? In kJ/mol: P 0.0; Q 75.9.